(1)
C33H31IrN2O7PSeSi | ωB97M-V/def2-TZVPD

**Kohn-Sham gap (spin up / spin down)**: 2.89 / 6.45 eV
**Net charge**: -1
**<S²>**: 6.04
**Spin multiplicity**: 5
**F_max**: 6.5 eV/Å
**LUMO energy (spin up / spin down)**: 2.0 / 0.5 eV
**ΔE to the lowest compared entry with this formula, charge and spin**: 12.8 kcal per mole
**Energy**: -137388.7998 eV
**HOMO (spin up / spin down)**: -0.87 / -5.97 eV

```
77
C33H31IrN2O7PSeSi | the Open Molecules 2025 dataset | ωB97M-V/def2-TZVPD
Ir -1.04 -0.11 0.40
O -0.53 1.86 3.52
C -0.26 0.75 3.06
O -1.12 -0.10 2.50
C 1.15 0.26 3.28
C 1.70 0.32 4.60
C 3.00 -0.12 4.87
C 3.73 -0.65 3.80
C 3.24 -0.73 2.51
C 1.92 -0.27 2.28
P 1.27 -0.28 0.60
C 2.03 1.15 -0.17
C 2.47 2.22 0.64
C 3.08 3.33 0.07
C 3.19 3.43 -1.33
C 2.70 2.42 -2.14
C 2.12 1.27 -1.56
C 1.99 -1.79 -0.08
C 3.08 -1.78 -0.97
C 3.74 -2.95 -1.31
C 3.33 -4.17 -0.74
C 2.30 -4.17 0.18
C 1.63 -3.01 0.52
H 1.08 0.74 5.36
H 3.44 0.00 5.88
H 4.74 -0.95 3.99
H 3.88 -1.20 1.77
H 2.43 2.14 1.72
H 3.42 4.14 0.72
H 3.70 4.28 -1.78
H 2.83 2.46 -3.22
H 1.84 0.43 -2.20
H 3.47 -0.85 -1.33
H 4.52 -2.94 -2.06
H 3.83 -5.08 -1.01
H 2.02 -5.11 0.63
H 0.77 -3.02 1.19
O -5.24 0.00 -3.37
C -4.05 -0.35 -3.92
O -3.96 -0.65 -5.10
C -2.88 -0.30 -3.08
C -1.58 -0.31 -3.62
N -0.76 -0.25 -2.53
N -1.47 -0.18 -1.39
C -2.81 -0.17 -1.72
C -3.76 -0.10 -0.55
O -4.97 0.14 -0.61
O -3.11 -0.34 0.57
H -5.18 0.11 -2.36
H -1.38 -0.37 -4.69
H 0.24 -0.20 -2.42
Se -2.09 2.45 1.33
C -1.63 4.27 1.04
C -0.46 4.67 0.39
C -0.18 6.01 0.10
C -1.10 7.00 0.41
C -2.24 6.62 1.09
C -2.46 5.31 1.46
H 0.26 3.89 0.14
H 0.76 6.26 -0.37
H -0.93 8.02 0.09
H -2.98 7.36 1.38
H -3.33 5.04 2.06
C -1.13 -3.84 -2.04
Si -1.98 -3.55 -0.39
C -1.51 -4.95 0.77
C -3.85 -3.45 -0.79
O -1.27 -2.28 0.54
H -1.63 -4.68 -2.59
H -0.06 -4.15 -1.86
H -1.11 -2.93 -2.69
H -1.95 -5.93 0.51
H -1.76 -4.71 1.82
H -0.41 -5.06 0.78
H -4.20 -4.47 -1.00
H -4.13 -2.82 -1.65
H -4.42 -3.05 0.09
```

Löwdin charges in e:
1. Ir 1.269
2. O -0.025
3. C -0.643
4. O -0.256
5. C -0.188
6. C -0.043
7. C -0.124
8. C -0.131
9. C -0.100
10. C -0.351
11. P 0.918
12. C -0.350
13. C -0.075
14. C -0.090
15. C -0.104
16. C -0.091
17. C -0.134
18. C -0.335
19. C -0.102
20. C -0.090
21. C -0.092
22. C -0.094
23. C -0.100
24. H 0.096
25. H 0.087
26. H 0.086
27. H 0.094
28. H 0.112
29. H 0.111
30. H 0.096
31. H 0.098
32. H 0.078
33. H 0.084
34. H 0.094
35. H 0.087
36. H 0.097
37. H 0.097
38. O 0.104
39. C -0.481
40. O 0.089
41. C -0.095
42. C 0.057
43. N 0.076
44. N -0.199
45. C -0.092
46. C -0.552
47. O 0.062
48. O -0.217
49. H 0.089
50. H 0.146
51. H 0.112
52. Se 1.020
53. C -0.597
54. C -0.109
55. C -0.083
56. C -0.102
57. C -0.106
58. C -0.132
59. H 0.077
60. H 0.094
61. H 0.098
62. H 0.101
63. H 0.094
64. C -0.178
65. Si 0.351
66. C -0.176
67. C -0.170
68. O -0.504
69. H 0.040
70. H 0.030
71. H 0.009
72. H 0.023
73. H 0.043
74. H 0.002
75. H 0.021
76. H 0.017
77. H 0.049

=====

(2)
C2H4N2S | ωB97M-V/def2-TZVPD

**Kohn-Sham gap (spin up / spin down)**: 7.27 / 7.63 eV
**F_max**: 3.1 eV/Å
**LUMO energy (spin up / spin down)**: -2.4 / -2.2 eV
**ΔE to the lowest compared entry with this formula, charge and spin**: 68.9 kcal per mole
**Energy**: -15950.8960 eV
**HOMO (spin up / spin down)**: -9.69 / -9.86 eV

```
9
C2H4N2S | the Open Molecules 2025 dataset | ωB97M-V/def2-TZVPD
C -0.96 -0.99 0.31
C 1.23 -0.17 -0.25
N -1.74 -1.71 0.77
N -0.18 -0.22 -0.36
S -0.97 2.01 0.07
H 1.63 -0.98 -0.88
H 1.59 0.77 -0.67
H 1.61 -0.30 0.77
H -2.23 1.60 0.25
```

Löwdin charges in e:
1. C -0.446
2. C -0.152
3. N 0.168
4. N -0.144
5. S 0.546
6. H 0.102
7. H 0.071
8. H 0.092
9. H -0.238

=====

(3)
C4H3NO2S | ωB97M-V/def2-TZVPD

**Kohn-Sham gap**: 8.40 eV
**F_max**: 7.2 eV/Å
**LUMO energy**: -0.7 eV
**ΔE to the lowest compared entry with this formula, charge and spin**: 74.7 kcal per mole
**Energy**: -20613.8170 eV
**HOMO**: -9.12 eV

```
11
C4H3NO2S | the Open Molecules 2025 dataset | ωB97M-V/def2-TZVPD
O -0.50 -1.22 2.11
C -0.10 -0.05 1.71
S -0.25 1.40 2.63
C 0.04 -0.02 0.25
C 0.43 0.94 -0.69
C 0.26 0.32 -1.82
O -0.24 -0.98 -1.73
N -0.28 -1.05 -0.40
H -0.23 -1.89 1.42
H 0.71 1.93 -0.57
H 0.16 0.63 -2.92
```

Löwdin charges in e:
1. O 0.029
2. C -0.753
3. S 0.665
4. C -0.335
5. C -0.009
6. C -0.096
7. O 0.050
8. N 0.052
9. H 0.133
10. H 0.106
11. H 0.159

=====

(4)
C16H30N4O3P | ωB97M-V/def2-TZVPD

**Kohn-Sham gap**: 6.40 eV
**Net charge**: -1
**F_max**: 1.4 eV/Å
**LUMO energy**: 2.0 eV
**Energy**: -38468.7344 eV
**HOMO**: -4.38 eV

```
54
C16H30N4O3P | the Open Molecules 2025 dataset | ωB97M-V/def2-TZVPD
N 7.31 4.31 1.64
C 6.87 3.44 1.00
O 6.39 2.51 0.30
P 6.57 0.70 0.93
C 4.81 0.77 1.74
C 3.91 1.79 1.13
O 2.50 1.49 1.51
C 1.63 2.34 0.98
O 0.78 2.92 1.60
H 5.90 0.34 -0.32
H 7.85 0.68 0.26
H 7.18 1.23 2.13
H 6.73 -0.67 1.34
H 4.39 -0.22 1.58
H 4.91 0.95 2.81
H 3.97 1.75 0.05
H 4.12 2.79 1.48
H 1.74 2.50 -0.11
C -1.25 -0.05 2.09
C -1.79 -1.25 1.32
C -0.67 -2.15 0.78
C 0.19 -1.41 -0.14
N 0.87 -0.83 -0.86
H -0.63 0.59 1.46
H -2.06 0.57 2.47
H -0.63 -0.36 2.94
H -2.40 -0.91 0.49
H -2.43 -1.85 1.97
H -1.09 -3.00 0.24
H -0.06 -2.54 1.59
C -4.87 -2.73 -0.69
C -4.52 -3.97 -1.49
C -4.39 -5.23 -0.62
C -3.34 -5.07 0.38
N -2.48 -4.94 1.14
H -4.09 -2.49 0.03
H -4.97 -1.86 -1.34
H -5.81 -2.86 -0.15
H -3.58 -3.81 -2.03
H -5.28 -4.16 -2.25
H -4.15 -6.10 -1.22
H -5.32 -5.43 -0.10
C -1.21 3.49 -1.24
C -1.34 2.98 -2.67
C -2.69 2.33 -2.96
C -2.93 1.16 -2.11
N -3.11 0.25 -1.44
H -1.27 2.69 -0.51
H -0.24 3.98 -1.10
H -1.99 4.22 -1.02
H -0.54 2.26 -2.88
H -1.21 3.81 -3.37
H -2.76 2.00 -4.00
H -3.50 3.04 -2.79
```

Löwdin charges in e:
1. N 0.063
2. C -0.582
3. O -0.273
4. P 0.452
5. C -0.346
6. C -0.238
7. O -0.050
8. C -0.415
9. O 0.049
10. H -0.026
11. H -0.061
12. H -0.033
13. H -0.055
14. H 0.066
15. H 0.073
16. H 0.106
17. H 0.116
18. H 0.137
19. C -0.093
20. C -0.277
21. C -0.195
22. C -0.236
23. N 0.151
24. H 0.048
25. H 0.074
26. H 0.082
27. H 0.047
28. H 0.099
29. H 0.078
30. H 0.122
31. C -0.107
32. C -0.254
33. C -0.191
34. C -0.228
35. N 0.165
36. H 0.050
37. H 0.055
38. H 0.077
39. H 0.112
40. H 0.104
41. H 0.116
42. H 0.118
43. C -0.103
44. C -0.252
45. C -0.190
46. C -0.205
47. N 0.180
48. H 0.065
49. H 0.071
50. H 0.078
51. H 0.113
52. H 0.105
53. H 0.116
54. H 0.119